No. 1
Computed, not measured: a structure of composition C4H6O2, with ωB97M-V/def2-TZVPD.

XYZ file:
```
12
Properties=species:S:1:pos:R:3:forces:R:3
C -0.89216 0.99325 -0.10054 -0.053 0.154 0.093
C 0.44190 0.29457 -0.38341 0.011 -0.032 -0.058
C 0.89914 -0.44514 0.87231 0.218 0.126 0.197
O 0.04709 -1.57190 0.50020 0.284 -0.384 -0.179
C -0.05307 -1.07979 -0.78450 -0.255 -0.351 -0.465
O -0.50987 -1.60938 -1.74763 0.269 0.097 0.484
H -1.49408 0.23639 0.41714 -0.242 0.465 -0.094
H -0.80272 1.85533 0.56008 0.131 0.096 -0.137
H -1.39190 1.27446 -1.03111 0.047 0.005 0.185
H 1.16793 0.83030 -0.99909 -0.236 -0.100 0.075
H 0.65716 0.02046 1.83206 -0.198 -0.317 -0.122
H 1.93059 -0.79855 0.86448 0.023 0.242 0.020
```
Forces are in eV/Å.

As for the total energy: -8339.4954 eV. Its HOMO energy is -0.3849 hartree. The value obtained for the molar mass is 86.1 Da. The calculation puts the relative energy (zero: lowest compared OMol25 entry of this formula, charge and spin) at 22.27 kcal/mol. The total charge is 0. Its gap between HOMO and LUMO is 11.39 eV.

=====

No. 2
Computed, not measured: a structure of composition C53H50Cl2N4O3P2S2Tc, with ωB97M-V/def2-TZVPD.

XYZ file:
```
117
Properties=species:S:1:pos:R:3:forces:R:3
Tc 0.20749 0.00372 -0.19599 -0.568 -1.296 -1.311
C 5.27040 0.66117 -4.42181 -0.005 0.087 0.033
C 4.91557 1.90631 -3.57925 0.125 -0.117 -0.120
C 5.86736 3.05289 -3.93757 -0.105 -0.029 0.083
C 5.05349 1.51253 -2.11300 -0.179 0.049 -0.136
C 6.27710 1.42755 -1.45943 -0.080 -0.004 0.031
C 6.37991 0.93219 -0.16615 0.096 -0.054 0.076
C 5.25738 0.47920 0.50163 -0.043 0.020 -0.079
C 4.01443 0.57474 -0.11588 -0.273 0.053 -0.165
P 2.52239 -0.05544 0.71636 0.427 -0.073 0.026
C 3.03247 -1.76693 1.11071 -0.195 -0.010 0.017
C 3.72109 -2.08599 2.28041 -0.049 0.033 -0.011
C 4.04607 -3.40613 2.55443 0.083 -0.001 0.050
C 3.71478 -4.41373 1.66197 -0.026 -0.020 -0.032
C 3.06046 -4.09907 0.47954 0.044 0.007 -0.008
C 2.72015 -2.78469 0.21185 0.025 0.095 -0.046
C 2.56048 0.82987 2.31337 -0.024 0.095 -0.039
C 3.07094 2.12760 2.34019 -0.018 -0.095 -0.067
C 3.10871 2.84295 3.52744 0.055 0.029 0.030
C 2.63680 2.27172 4.69944 0.006 0.010 0.029
C 2.10915 0.98834 4.67752 -0.066 0.001 -0.011
C 2.06002 0.27285 3.49130 0.041 0.076 -0.039
C 3.93387 1.10555 -1.39759 0.316 -0.016 0.405
O 2.66839 1.20047 -1.87820 0.154 -0.041 -0.212
C 2.44810 1.87691 -3.03632 -0.245 0.243 -0.249
C 1.10291 2.13832 -3.28674 0.181 -0.352 0.263
C 0.76002 2.79540 -4.46194 -0.031 -0.033 0.052
C 1.75857 3.19735 -5.33292 -0.043 0.046 -0.099
C 3.09169 2.94468 -5.04571 -0.085 -0.007 0.058
C 3.46948 2.27498 -3.88668 0.115 -0.059 0.173
P -0.10417 1.68158 -1.99122 -0.266 0.712 -0.463
C -1.61747 1.30775 -2.95956 -0.044 -0.243 0.167
C -2.39915 2.32868 -3.50710 0.028 0.010 0.052
C -3.50373 2.02377 -4.28548 -0.015 0.045 -0.047
C -3.84868 0.70151 -4.53138 -0.003 -0.019 0.035
C -3.09916 -0.31778 -3.96583 0.014 0.010 -0.067
C -1.99442 -0.01478 -3.18369 0.104 -0.023 0.004
C -0.55505 3.32131 -1.31814 0.073 -0.001 0.200
C 0.24293 4.44482 -1.50544 0.072 -0.108 0.004
C -0.19517 5.69090 -1.07430 -0.042 0.088 -0.016
C -1.43265 5.82157 -0.46459 0.025 0.034 0.011
C -2.21583 4.69524 -0.23634 -0.008 -0.024 0.034
C -1.77534 3.44956 -0.64911 0.049 -0.008 -0.065
H 6.29631 0.35155 -4.22026 0.013 -0.018 -0.021
H 5.17243 0.88619 -5.48433 0.014 -0.017 -0.019
H 4.60532 -0.17038 -4.18248 0.005 -0.020 -0.014
H 6.90064 2.76781 -3.75158 0.021 0.012 -0.024
H 5.64040 3.94403 -3.35176 0.023 0.032 -0.018
H 5.79601 3.30041 -4.99449 0.020 0.013 -0.010
H 7.18040 1.74217 -1.96276 -0.004 -0.004 -0.040
H 7.34856 0.88070 0.31131 0.003 -0.016 -0.001
H 5.33886 0.05777 1.49476 0.052 0.014 0.007
H 3.99881 -1.31963 2.99027 -0.011 0.006 0.024
H 4.56017 -3.64603 3.47555 0.036 0.004 -0.010
H 3.96872 -5.44114 1.88426 0.006 -0.007 0.012
H 2.80539 -4.87296 -0.23175 -0.002 -0.008 0.004
H 2.19258 -2.54861 -0.69782 -0.022 -0.049 -0.012
H 3.46250 2.56595 1.43013 0.033 0.054 0.029
H 3.52663 3.84125 3.54090 0.037 -0.005 -0.007
H 2.69794 2.81419 5.63351 -0.012 0.027 0.003
H 1.74637 0.53506 5.59046 0.003 -0.004 0.011
H 1.66079 -0.72902 3.49693 0.010 -0.048 0.012
H -0.27626 2.99513 -4.69479 0.012 0.005 -0.032
H 1.49782 3.71166 -6.24755 -0.011 -0.007 -0.003
H 3.84339 3.27003 -5.75107 0.034 -0.010 0.008
H -2.15876 3.36728 -3.32273 0.016 0.008 -0.017
H -4.09171 2.82596 -4.71153 0.004 0.006 -0.010
H -4.69393 0.47150 -5.16681 -0.023 -0.002 0.013
H -3.35729 -1.35437 -4.14234 0.009 -0.004 -0.020
H -1.43177 -0.82423 -2.74610 -0.009 -0.069 0.024
H 1.19628 4.35702 -2.01169 -0.011 0.028 -0.035
H 0.41487 6.56716 -1.24920 0.026 -0.010 -0.003
H -1.79494 6.80174 -0.18322 0.012 -0.003 0.047
H -3.18316 4.79642 0.23965 -0.003 -0.004 0.009
H -2.38611 2.56798 -0.48817 -0.056 0.032 0.015
Cl -0.02428 -1.57609 1.65505 0.109 -0.490 0.642
C -1.14585 -2.81354 2.19776 -0.817 -0.737 0.220
C -0.94003 -3.19946 3.51016 0.246 0.320 -0.070
C -1.72153 -4.19825 4.06439 0.038 0.007 0.017
C -2.70274 -4.81431 3.31245 -0.141 -0.185 0.039
C -2.92882 -4.41276 2.01033 0.177 0.199 0.021
Cl -4.16206 -5.18631 1.09467 -0.028 -0.063 0.093
C -2.15790 -3.39447 1.40852 0.075 0.284 0.000
S -2.47355 -2.90847 -0.20398 0.626 0.135 -0.302
H -0.16322 -2.72331 4.09329 -0.008 -0.019 0.020
H -1.55674 -4.49703 5.08957 0.020 -0.025 0.007
H -3.29933 -5.61100 3.73402 -0.031 0.016 -0.007
C 1.76351 -1.53441 -3.37748 -0.139 -0.157 0.137
C 0.64507 -2.12571 -2.53992 0.498 -0.460 -1.108
O 0.07338 -3.14215 -2.84380 -0.021 0.489 0.432
O 0.34359 -1.41928 -1.45693 -0.256 0.178 0.415
H 2.08509 -2.26875 -4.11035 -0.001 0.020 -0.014
H 2.59998 -1.23117 -2.74639 -0.016 0.016 -0.022
H 1.38413 -0.65056 -3.89673 0.031 0.019 0.013
S -2.84824 -0.00946 0.43941 0.550 0.060 0.352
C -4.34831 -0.07230 -0.34966 0.012 0.106 -0.247
N -5.29427 0.86212 -0.20947 -0.179 -0.029 -0.137
C -6.53297 0.50310 -0.90234 -0.091 0.042 0.027
C -6.12396 -0.77274 -1.66561 -0.028 -0.060 -0.144
N -4.77275 -1.01919 -1.17062 -0.044 0.000 -0.036
H -5.24600 1.59312 0.47646 0.173 -0.036 0.045
H -6.84383 1.30452 -1.57062 0.001 -0.040 -0.008
H -7.33462 0.31539 -0.18733 0.029 -0.010 -0.014
H -6.10255 -0.61698 -2.74524 -0.025 0.014 0.031
H -6.77678 -1.61568 -1.44483 0.016 0.016 -0.013
H -4.22397 -1.84733 -1.36280 -0.194 0.148 0.105
C 0.44741 4.54657 2.46713 0.150 0.216 -0.048
N -0.35389 3.33402 2.61682 -0.145 0.007 0.050
C -1.40014 3.31659 3.63766 -0.189 -0.014 0.183
C -0.21921 2.34565 1.80331 0.223 -0.142 -0.108
N -0.04952 1.45798 1.07295 -0.446 1.270 1.113
H 1.05231 4.69927 3.36086 -0.048 -0.054 -0.003
H -0.20646 5.40617 2.32336 -0.073 -0.055 -0.048
H 1.10094 4.44765 1.60415 -0.014 0.005 -0.013
H -0.96386 3.55630 4.60694 0.052 -0.029 -0.027
H -1.85649 2.33062 3.68428 0.023 -0.001 -0.021
H -2.16570 4.05701 3.40126 0.038 -0.005 -0.044
```
Forces are in eV/Å.

As for the total energy: -135355.5231 eV. Its HOMO energy (spin up / spin down) is -0.4510 / -0.4604 hartree. Its expectation value of S² is 3.783. The value obtained for the molar mass is 1086.0 Da. The calculation puts the relative energy (zero: lowest compared OMol25 entry of this formula, charge and spin) at 3.28 kcal/mol. The total charge is +2. Its gap between HOMO and LUMO (spin up / spin down) is 6.46 / 6.42 eV. As for the spin multiplicity: 4.

=====

No. 3
Computed, not measured: a structure of composition C32H43BO4, with ωB97M-V/def2-TZVPD.

XYZ file:
```
80
Properties=species:S:1:pos:R:3:forces:R:3
C -1.79224 0.26198 7.37808 -0.202 0.093 0.206
C -1.21414 -0.06938 6.02940 0.099 -0.067 -0.369
C -0.02471 0.51563 5.58927 -0.196 -0.221 0.093
C 0.57827 0.16270 4.38057 -0.461 -0.051 -0.113
C 1.90335 0.81861 4.07273 0.456 0.447 0.154
C -0.07609 -0.75774 3.53266 0.066 -0.300 -0.063
C 0.56072 -1.23036 2.21153 -0.325 -0.294 0.178
C 1.77510 -2.12931 2.53982 -0.150 -0.147 -0.017
C 0.87513 -0.07947 1.24100 0.731 -0.043 0.291
C -0.03260 0.15828 0.00998 0.283 0.452 1.338
C -0.52300 1.58352 -0.01223 0.206 0.992 -0.221
C -1.89611 1.95190 0.06840 0.244 -0.186 -0.315
C -2.98391 0.95821 0.38839 -0.297 -0.060 -0.140
C -2.28899 3.28187 -0.12350 0.439 -0.081 -0.128
C -1.35703 4.29286 -0.37301 0.386 -0.384 0.238
C -1.78334 5.66776 -0.80150 -0.055 0.466 0.124
C -0.00936 3.96939 -0.17511 -0.213 -0.128 -0.363
C 0.41801 2.65046 0.00005 -0.363 -0.026 0.114
C 1.89630 2.48642 0.26141 0.645 0.002 -0.305
C -1.28502 -1.34889 3.95703 0.238 0.417 -0.073
C -1.98471 -2.37348 3.09930 -0.260 -0.202 -0.037
C -1.84194 -0.98846 5.18598 0.184 0.060 0.017
H -2.74074 -0.26688 7.52596 0.181 0.119 0.014
H -1.11985 -0.02053 8.20154 -0.113 0.033 -0.288
H -1.98967 1.33631 7.47936 0.045 -0.168 -0.039
H 0.45681 1.26641 6.21876 -0.019 -0.234 -0.079
H 2.61113 0.18835 3.52245 -0.310 0.266 0.087
H 1.80071 1.77008 3.52181 -0.095 -0.366 0.082
H 2.39140 1.09088 5.02018 -0.108 -0.130 -0.249
H -0.14591 -1.87799 1.68318 0.017 0.042 0.241
H 1.43302 -2.97798 3.14996 0.124 0.189 -0.180
H 2.25144 -2.53142 1.63603 -0.147 0.089 0.093
H 2.53745 -1.60565 3.12096 -0.109 -0.143 -0.133
H 0.91524 0.84457 1.82374 -0.009 -0.209 -0.318
H 1.89747 -0.25073 0.87780 -0.116 0.097 0.186
H -0.86168 -0.55977 -0.03462 0.435 -0.018 -0.533
H -3.90364 1.52323 0.59199 0.203 -0.301 0.038
H -3.20975 0.28433 -0.44773 0.166 0.041 0.116
H -2.75029 0.35370 1.27476 -0.013 0.125 -0.180
H -3.35211 3.53724 -0.10580 0.292 -0.183 -0.055
H -0.93566 6.26485 -1.16592 -0.195 -0.255 0.106
H -2.53615 5.63371 -1.60115 0.209 -0.108 0.214
H -2.22846 6.22331 0.03468 0.035 -0.105 -0.129
H 0.76337 4.74472 -0.20767 -0.360 -0.151 -0.088
H 2.47561 3.16117 -0.38400 -0.215 0.000 0.183
H 2.15290 2.75602 1.30335 -0.208 -0.178 -0.382
H 2.30534 1.48863 0.07056 -0.265 0.309 0.098
H -2.90564 -2.71130 3.58600 0.159 0.059 -0.064
H -2.26899 -1.97767 2.11191 0.121 -0.104 0.260
H -1.35672 -3.26158 2.93757 -0.155 0.214 -0.010
H -2.78893 -1.44210 5.48840 0.279 0.081 -0.017
C -1.19022 -3.66875 -7.51099 0.025 -0.190 -1.074
C -1.36003 -3.35856 -6.09903 -0.396 -0.131 2.181
C -2.01131 -3.99366 -5.05800 0.264 0.590 -0.907
C -1.62685 -3.31725 -3.85931 0.931 1.096 -0.218
C -0.73929 -2.31353 -4.22358 -0.279 -0.897 0.173
B 0.46171 -1.42093 -3.59046 -2.994 -1.120 -2.748
O 0.05221 -0.00274 -3.65449 1.413 -0.301 0.820
C 1.18939 0.78753 -3.36419 -0.105 0.417 -0.415
C 2.32047 -0.11966 -2.79703 -1.290 0.855 0.491
C 3.51894 0.65726 -2.29672 0.116 0.275 -0.048
C 2.72569 -1.11121 -3.95490 -0.400 -0.455 0.210
O 1.59847 -1.76912 -4.46507 0.563 0.820 1.450
C 1.58193 -0.90926 -1.67371 0.981 -4.319 -3.490
O 0.75052 -1.86406 -2.18356 2.129 2.855 1.791
O -0.61760 -2.32795 -5.60044 -0.469 -0.815 0.119
H -1.89981 -4.44404 -7.81053 0.050 0.104 0.002
H -1.34878 -2.78758 -8.14494 0.043 -0.156 0.076
H -0.17788 -4.05315 -7.71092 -0.216 0.159 0.033
H -2.69225 -4.82903 -5.14295 0.115 0.045 -0.070
H -1.93389 -3.53747 -2.84255 0.106 -0.034 -0.222
H 1.56076 1.29220 -4.27715 -0.071 -0.073 0.262
H 0.89884 1.56524 -2.62679 0.305 -0.201 -0.223
H 4.07885 0.08892 -1.53673 -0.077 0.230 -0.216
H 4.19206 0.85528 -3.14836 -0.192 -0.006 0.413
H 3.19452 1.62147 -1.87498 0.329 -0.361 -0.138
H 3.18001 -0.53598 -4.78161 0.057 0.209 0.540
H 3.46870 -1.83913 -3.58070 -0.046 0.172 -0.036
H 2.29258 -1.31574 -0.93155 -0.910 0.453 0.666
H 0.72092 -0.11552 -0.95306 -1.268 1.027 0.997
```
Forces are in eV/Å.

As for the total energy: -42747.3005 eV. Its HOMO energy is -0.2518 hartree. The value obtained for the molar mass is 502.5 Da. The calculation puts the relative energy (zero: lowest compared OMol25 entry of this formula, charge and spin) at 0.00 kcal/mol. The total charge is 0. Its gap between HOMO and LUMO is 5.14 eV.

=====

No. 4
Computed, not measured: the molecule C6H12O, with ωB97M-V/def2-TZVPD.

XYZ file:
```
19
Properties=species:S:1:pos:R:3:forces:R:3
C -0.14603 1.84662 -1.06711 0.037 0.017 -0.010
C -0.82959 0.61024 -0.52320 -0.009 0.328 0.162
O -1.08993 -0.35070 -1.56038 -0.090 0.022 -0.123
C -0.26840 -1.33121 -0.92238 0.155 -0.370 0.078
C 0.00835 -0.42139 0.29486 0.084 -0.007 0.049
C -0.60183 -0.85225 1.63854 -0.085 -0.020 0.010
C 1.48526 -0.10593 0.50084 0.065 0.044 -0.054
H -0.80661 2.35641 -1.77605 0.059 -0.075 0.123
H 0.09738 2.54338 -0.25696 -0.025 -0.074 -0.105
H 0.77421 1.58297 -1.59728 -0.123 0.058 0.079
H -1.77197 0.89303 -0.03078 0.160 -0.057 0.002
H 0.62604 -1.55134 -1.52347 -0.128 -0.015 0.106
H -0.81036 -2.26741 -0.73791 0.035 0.141 0.064
H -1.61275 -0.45649 1.77934 0.076 -0.129 -0.082
H 0.00744 -0.49401 2.47760 -0.132 0.009 -0.161
H -0.65255 -1.94324 1.73087 0.029 0.139 -0.070
H 1.61331 0.74421 1.18123 -0.010 -0.095 -0.110
H 1.99602 0.11971 -0.43977 -0.038 -0.019 0.134
H 1.98555 -0.96815 0.95882 -0.062 0.103 -0.090
```
Forces are in eV/Å.

As for the total energy: -8463.1998 eV. Its HOMO energy is -0.3500 hartree. The value obtained for the molar mass is 100.2 Da. The calculation puts the relative energy (zero: lowest compared OMol25 entry of this formula, charge and spin) at 26.62 kcal/mol. The total charge is 0. Its gap between HOMO and LUMO is 10.47 eV. The structure (SMILES) is C[C@H]1OCC1(C)C.